No. 1
Computed, not measured: one molecule with the formula C2H5N3O at a distorted geometry, with ωB97M-V with the def2-TZVPD basis set.

XYZ file:
```
11
Properties=species:S:1:pos:R:3:mulliken_charge:R:1
H 3.013 -1.081 0.002 0.217
N 3.001 -0.106 -0.188 -0.604
C 1.859 0.438 -0.031 0.172
N 0.674 -0.250 0.283 -0.275
C -0.654 0.259 0.167 0.021
N -1.663 -0.543 -0.043 -0.301
O -2.926 0.066 -0.144 -0.306
H 1.782 1.542 -0.123 0.277
H 0.742 -1.270 -0.055 0.290
H -0.678 1.336 0.198 0.179
H -2.764 1.046 -0.050 0.331
```

Summary:
**Calculated total energy**: -318.62791 hartree
**2S+1**: 1
**Total charge**: 0
**Orbital gap**: 9.85 eV
**LUMO energy**: 0.736 eV
**SMILES**: [H]/N=C\N/C=N/O
**Highest occupied orbital energy**: -9.11 eV
**Relative energy (zero: lowest compared OMol25 entry of this formula, charge and spin)**: 321.82 kJ/mol

No. 2
Computed, not measured: C20H27N2O2PPdS2 as an isolated structure at a distorted geometry, with ωB97M-V with the def2-TZVPD basis set.

XYZ file:
```
55
Properties=species:S:1:pos:R:3:mulliken_spin:R:1
C -2.867 0.338 -4.084 0.031
C -2.610 -0.939 -3.604 0.020
C -1.760 -1.138 -2.499 -0.073
C -1.197 -0.017 -1.907 0.407
C -1.441 1.269 -2.363 0.132
C -2.302 1.450 -3.454 -0.001
C -1.616 -2.538 -1.974 -0.039
C -0.293 -3.049 -1.378 0.012
N 0.809 -2.069 -1.319 0.239
Pd 0.004 -0.238 -0.242 0.788
C -0.823 2.438 -1.647 0.074
P 0.738 1.970 -0.787 -0.042
H -3.059 -1.819 -4.072 0.006
H -2.520 2.462 -3.798 0.005
H -3.524 0.470 -4.946 0.001
H -1.485 2.813 -0.848 -0.003
H -0.624 3.276 -2.329 0.008
H -2.383 -2.705 -1.199 0.005
H -1.869 -3.223 -2.795 0.000
H -0.463 -3.378 -0.345 -0.002
C 1.217 3.466 0.111 0.006
C 1.933 1.786 -2.129 0.023
H 0.069 -3.904 -1.976 0.005
C 1.346 -1.752 -2.654 -0.016
C 1.893 -2.572 -0.451 0.002
H 0.935 0.972 0.557 0.222
H 1.712 -2.677 -3.131 0.021
H 0.574 -1.302 -3.282 -0.008
H 2.183 -1.052 -2.543 0.009
H 2.323 -3.495 -0.872 0.027
H 2.675 -1.807 -0.374 -0.006
H 1.479 -2.775 0.543 0.004
H 2.189 2.769 -2.544 0.002
H 2.837 1.311 -1.734 0.002
H 1.530 1.164 -2.935 -0.003
H 1.306 4.316 -0.581 -0.001
H 0.464 3.693 0.875 0.001
H 2.186 3.293 0.596 -0.001
H 1.038 0.117 2.026 -0.065
O 1.595 1.357 4.635 0.025
S 1.281 -0.040 4.473 0.015
O 2.302 -1.039 4.672 0.029
N 0.577 -0.248 2.879 0.192
C -0.640 -0.796 2.835 0.380
S -1.397 -1.272 1.414 1.052
C -1.193 -0.921 4.162 0.075
C -2.496 -1.289 4.526 0.223
C -2.864 -1.254 5.866 -0.087
C -1.935 -0.870 6.845 0.178
C -0.630 -0.510 6.492 0.016
C -0.276 -0.527 5.146 0.094
H -3.183 -1.589 3.736 0.008
H -3.878 -1.528 6.155 -0.001
H -2.234 -0.846 7.889 0.006
H 0.108 -0.207 7.231 0.001
```

Summary:
**Calculated total energy**: -2303.11639 hartree
**2S+1**: 5
**<S²>**: 6.034
**Total charge**: +2
**Orbital gap (alpha / beta)**: 5.95 / 4.43 eV
**LUMO energy (alpha / beta)**: -6.314 / -10.302 eV
**Highest occupied orbital energy (alpha / beta)**: -12.26 / -14.73 eV
**Relative energy (zero: lowest compared OMol25 entry of this formula, charge and spin)**: 0.00 kJ/mol

No. 3
Computed, not measured: one molecule with the formula C3H6O3 at a distorted geometry, with ωB97M-V with the def2-TZVPD basis set.

XYZ file:
```
12
Properties=species:S:1:pos:R:3:mulliken_charge:R:1
C -0.746 -1.522 -0.740 -0.684
C -0.583 -0.690 0.310 -0.405
C 0.188 0.565 0.195 0.985
O -0.589 1.707 0.401 -0.520
O 1.225 0.439 1.285 -0.558
O 0.970 0.683 -0.916 -0.564
H -1.045 -2.564 -0.711 0.283
H -0.313 -1.344 -1.730 0.219
H -1.021 -0.894 1.324 0.281
H -1.307 1.554 1.021 0.337
H 2.179 0.543 0.949 0.308
H 1.041 1.522 -1.387 0.317
```

Summary:
**Calculated total energy**: -343.58291 hartree
**2S+1**: 1
**Total charge**: 0
**Orbital gap**: 10.59 eV
**LUMO energy**: 0.718 eV
**SMILES**: C=CC(O)(O)O
**Highest occupied orbital energy**: -9.88 eV
**Relative energy (zero: lowest compared OMol25 entry of this formula, charge and spin)**: 188.09 kJ/mol

No. 4
Computed, not measured: C22H33CuNO3P2 as an isolated structure at a distorted geometry, with ωB97M-V with the def2-TZVPD basis set.

XYZ file:
```
62
Properties=species:S:1:pos:R:3:mulliken_charge:R:1
C 7.014 3.484 2.122 -0.680
C 8.180 2.980 1.640 1.352
H 7.079 4.333 2.804 0.247
H 6.054 3.074 1.895 -0.551
C 8.231 1.956 0.613 1.268
C 7.083 1.473 0.073 -1.145
H 6.145 1.659 0.553 0.010
H 7.125 0.827 -0.800 0.202
C 9.481 3.513 2.196 -1.287
H 9.274 4.346 2.872 0.382
H 10.154 3.873 1.408 0.309
H 10.019 2.749 2.770 0.315
C 9.559 1.391 0.158 -1.380
H 10.125 0.927 0.978 0.323
H 10.215 2.134 -0.312 0.319
H 9.370 0.610 -0.585 0.382
Cu 0.391 0.167 0.274 -0.200
O 2.237 0.939 0.487 -0.996
C 2.992 1.485 -0.354 1.101
O 0.809 -0.010 -1.706 -0.391
C 1.617 0.742 -2.285 0.366
O 1.540 0.954 -3.587 -0.345
N 2.676 1.434 -1.727 0.381
C 2.578 1.917 -3.979 -0.361
C 3.401 2.179 -2.756 -0.572
H 2.079 2.826 -4.326 0.278
H 3.168 1.470 -4.782 0.304
H 3.442 3.243 -2.507 0.359
H 4.416 1.787 -2.867 0.317
C 4.164 2.247 -0.021 -0.820
C 4.319 2.887 1.184 -0.860
H 4.832 2.457 -0.853 0.557
H 4.179 2.348 2.119 0.375
H 4.314 3.982 1.192 0.368
C -0.366 -2.555 2.307 -1.225
P -0.416 -1.829 0.649 1.121
C 0.303 -3.034 -0.488 -1.302
C -2.202 -1.811 0.246 0.157
C -2.964 -2.940 -0.053 -0.536
C -4.323 -2.794 -0.359 -0.740
C -4.909 -1.527 -0.360 -0.655
C -4.150 -0.386 -0.059 -0.497
C -2.795 -0.529 0.246 0.311
P -1.644 0.845 0.680 1.062
C -2.266 2.251 -0.269 -1.413
C -2.099 1.211 2.407 -1.239
H 0.666 -2.476 2.673 0.427
H -0.679 -3.606 2.272 0.394
H -1.034 -1.995 2.974 0.323
H -0.414 -3.836 -0.708 0.430
H 0.567 -2.498 -1.410 0.270
H 1.214 -3.444 -0.031 0.390
H -2.507 -3.929 -0.050 0.371
H -4.918 -3.679 -0.596 0.386
H -5.970 -1.416 -0.598 0.388
H -4.618 0.601 -0.069 0.300
H -3.304 2.486 0.002 0.452
H -1.618 3.110 -0.046 0.412
H -2.203 2.023 -1.341 0.377
H -3.185 1.345 2.493 0.408
H -1.780 0.393 3.065 0.305
H -1.583 2.134 2.699 0.397
```

Summary:
**Calculated total energy**: -3461.48122 hartree
**2S+1**: 1
**Total charge**: +1
**Orbital gap (alpha / beta)**: 5.78 / 5.79 eV
**LUMO energy (alpha / beta)**: -4.001 / -3.996 eV
**Highest occupied orbital energy (alpha / beta)**: -9.78 / -9.78 eV
**Relative energy (zero: lowest compared OMol25 entry of this formula, charge and spin)**: 9.60 kJ/mol

No. 5
Computed, not measured: one molecule with the formula CH4N2 at a distorted geometry, with ωB97M-V with the def2-TZVPD basis set.

XYZ file:
```
7
Properties=species:S:1:pos:R:3:mulliken_charge:R:1
C -0.941 0.411 -0.488 -0.238
N 0.187 0.536 0.021 -0.197
N 0.791 -0.659 0.340 -0.317
H -1.776 1.164 -0.530 0.261
H -1.156 -0.843 -0.293 0.054
H 0.049 -1.348 0.436 0.185
H 1.687 -0.582 0.790 0.254
```

Summary:
**Calculated total energy**: -149.91140 hartree
**2S+1**: 1
**Total charge**: 0
**Orbital gap**: 10.38 eV
**LUMO energy**: 1.302 eV
**SMILES**: C=NN
**Highest occupied orbital energy**: -9.08 eV
**Relative energy (zero: lowest compared OMol25 entry of this formula, charge and spin)**: 345.92 kJ/mol

No. 6
Computed, not measured: a 2-piece molecular cluster, C4H8O overall at a distorted geometry, with ωB97M-V with the def2-TZVPD basis set.

XYZ file:
```
13
Properties=species:S:1:pos:R:3:mulliken_charge:R:1
C -1.608 0.184 -0.722 -0.735
C -1.376 0.380 0.570 0.056
C -0.440 -0.385 1.474 -0.857
H -2.306 0.861 -1.191 0.252
H -0.929 -0.374 -1.349 0.243
H -1.853 1.235 1.034 0.291
H -0.413 0.132 2.428 0.295
H 0.568 -0.474 1.081 0.190
H -0.857 -1.382 1.638 0.271
C 2.274 -0.039 -1.245 -0.127
O 2.019 0.970 -0.658 -0.364
H 2.151 -1.050 -0.823 0.224
H 2.770 -0.057 -2.235 0.261
```

Summary:
**Calculated total energy**: -232.37480 hartree
**2S+1**: 1
**Total charge**: 0
**Orbital gap**: 10.21 eV
**LUMO energy**: 0.740 eV
**SMILES**: C=CC.C=O
**Highest occupied orbital energy**: -9.47 eV
**Relative energy (zero: lowest compared OMol25 entry of this formula, charge and spin)**: 185.98 kJ/mol

No. 7
Computed, not measured: one molecule with the formula C5H7F3N4O at a distorted geometry, with ωB97M-V with the def2-TZVPD basis set.

XYZ file:
```
20
Properties=species:S:1:pos:R:3:mulliken_charge:R:1
C 3.464 0.296 -0.286 -0.375
C 0.849 1.490 0.081 0.582
C -0.626 -1.678 -0.342 -0.281
C -1.662 0.508 -0.543 -0.888
C 4.778 -0.303 -0.090 0.899
N 3.339 1.479 0.097 -0.497
N 2.130 2.085 0.097 0.062
N 0.733 0.194 -0.198 -0.400
N -0.466 -0.348 -0.368 0.163
O -0.046 2.305 0.320 -0.689
F 4.742 -1.420 0.649 -0.262
F 5.238 -0.597 -1.337 -0.252
F 5.669 0.461 0.616 -0.274
H 0.221 -2.306 -0.416 0.294
H 2.723 -0.338 -0.606 0.453
H -1.561 -2.114 -0.355 0.248
H -2.478 -0.099 0.001 0.324
H -1.330 1.511 -0.010 0.380
H -1.758 0.746 -1.600 0.275
H 2.106 3.024 0.329 0.238
```

Summary:
**Calculated total energy**: -788.46863 hartree
**2S+1**: 1
**Total charge**: 0
**Orbital gap (alpha / beta)**: 8.58 / 8.58 eV
**LUMO energy (alpha / beta)**: -0.635 / -0.635 eV
**Highest occupied orbital energy (alpha / beta)**: -9.21 / -9.21 eV
**Relative energy (zero: lowest compared OMol25 entry of this formula, charge and spin)**: 103.99 kJ/mol

No. 8
Computed, not measured: one molecule with the formula C5H9N at a distorted geometry, with ωB97M-V with the def2-TZVPD basis set.

XYZ file:
```
15
Properties=species:S:1:pos:R:3:mulliken_charge:R:1
C -0.878 0.630 0.775 -0.645
N -0.360 -0.349 1.487 -0.422
C 0.896 -1.140 0.600 -0.361
C 0.201 -0.666 -0.699 0.098
C 0.031 0.222 -1.868 -0.792
C -0.164 0.899 -0.568 -0.073
H -1.967 0.343 0.713 0.286
H -0.727 1.770 1.136 0.258
H 0.112 -0.119 2.306 0.260
H 0.874 -2.295 1.074 0.217
H 1.897 -0.582 0.954 0.261
H -0.828 -1.086 -0.432 0.162
H -0.527 -0.014 -2.654 0.359
H 0.696 0.892 -2.491 0.214
H 0.743 1.496 -0.333 0.178
```

Summary:
**Calculated total energy**: -250.41583 hartree
**2S+1**: 1
**Total charge**: 0
**Orbital gap**: 9.57 eV
**LUMO energy**: 1.052 eV
**SMILES**: C1NC[C@@H]2C[C@@H]12
**Highest occupied orbital energy**: -8.52 eV
**Relative energy (zero: lowest compared OMol25 entry of this formula, charge and spin)**: 659.29 kJ/mol